{
  "formula": "C57H70N11O6P3S3Se2Sr",
  "method": "ωB97M-V/def2-TZVPD",
  "charge": -2,
  "homo_energy_ha": -0.08959,
  "energy_ha": -10320.2081,
  "elements": ["Sr", "N", "C", "C", "C", "C", "C", "C", "C", "C", "N", "C", "H", "H", "H", "H", "H", "H", "H", "H", "Se", "P", "C", "C", "C", "C", "C", "C", "C", "C", "C", "C", "C", "C", "C", "C", "N", "N", "N", "P", "Se", "C", "C", "C", "C", "C", "C", "C", "C", "C", "C", "C", "C", "H", "H", "H", "H", "H", "H", "H", "H", "H", "H", "H", "H", "H", "H", "H", "H", "H", "H", "H", "H", "C", "N", "C", "C", "N", "C", "C", "C", "C", "C", "C", "N", "C", "N", "C", "C", "N", "C", "C", "N", "C", "C", "H", "H", "H", "H", "H", "H", "H", "H", "H", "H", "H", "H", "H", "H", "H", "H", "H", "H", "H", "H", "H", "H", "H", "H", "H", "H", "H", "H", "O", "S", "O", "O", "O", "C", "C", "C", "O", "P", "S", "S", "O", "C", "C", "C", "H", "H", "H", "H", "H", "H", "H", "H", "H", "H", "H", "H", "H", "H"],
  "positions_angstrom": [[-1.09817, -0.84052, -0.20577], [-1.43591, -1.10795, 2.42672], [-2.73459, -1.62085, 2.56978], [-3.07565, -2.55164, 3.52118], [-4.40013, -3.01010, 3.63596], [-5.37961, -2.52707, 2.81429], [-5.06086, -1.59334, 1.80506], [-6.00844, -1.09286, 0.88079], [-5.59560, -0.26491, -0.11458], [-4.23179, 0.07807, -0.18996], [-3.33307, -0.32247, 0.67050], [-3.72869, -1.15050, 1.66814], [-1.48952, -0.08851, 2.38601], [-0.81262, -1.39309, 3.16687], [-2.30993, -2.93285, 4.18998], [-4.63557, -3.74395, 4.39808], [-6.40297, -2.87140, 2.90898], [-7.04198, -1.40998, 0.95589], [-6.28025, 0.12714, -0.85299], [-3.89298, 0.74085, -0.97560], [3.08318, 2.93663, -5.23991], [2.90158, 0.90909, -4.65593], [2.01865, -0.13001, -5.86641], [1.97621, 0.23899, -7.20462], [1.43372, -0.62742, -8.14167], [0.92025, -1.85221, -7.74076], [0.92666, -2.20389, -6.39846], [1.48068, -1.34921, -5.45924], [4.59076, 0.19440, -4.73561], [5.26071, -0.43001, -3.68623], [6.57160, -0.85704, -3.86194], [7.21984, -0.67427, -5.07168], [6.55488, -0.05099, -6.11944], [5.25275, 0.38332, -5.95005], [2.17102, 0.52098, -3.06524], [1.05474, 0.98424, -2.32420], [1.00092, 0.20077, -1.21414], [1.99014, -0.66941, -1.27498], [2.69418, -0.50334, -2.35613], [-0.17488, 2.28504, -2.57757], [-1.64088, 2.41403, -1.07125], [0.72292, 3.86260, -2.50266], [1.96591, 3.94335, -1.88921], [2.56773, 5.17818, -1.70526], [1.92973, 6.33229, -2.13188], [0.67872, 6.25691, -2.72936], [0.06587, 5.02612, -2.89500], [-0.79140, 2.07130, -4.28229], [-1.49189, 0.89435, -4.53847], [-2.00332, 0.66275, -5.80577], [-1.82172, 1.59677, -6.81381], [-1.12386, 2.76787, -6.55706], [-0.60914, 3.01137, -5.29363], [2.35685, 1.21067, -7.49700], [1.40040, -0.33976, -9.18590], [0.50407, -2.52898, -8.47752], [0.49063, -3.14063, -6.07535], [1.48862, -1.62297, -4.41085], [4.75104, -0.58824, -2.75026], [7.08884, -1.32950, -3.03563], [8.24133, -1.01281, -5.19970], [7.05896, 0.11252, -7.06431], [4.74254, 0.90060, -6.75308], [2.46360, 3.03799, -1.56473], [3.54316, 5.23560, -1.23869], [2.40283, 7.29627, -1.98652], [0.17576, 7.15673, -3.06179], [-0.93290, 4.96186, -3.30864], [-1.63946, 0.15816, -3.75328], [-2.54455, -0.25682, -5.99167], [-2.21764, 1.40919, -7.80510], [-0.96527, 3.49590, -7.34428], [-0.05687, 3.91841, -5.10828], [3.87098, -0.06883, 5.14714], [2.65538, -0.63355, 4.59680], [2.54203, -2.05929, 4.80102], [2.14430, -0.08455, 3.39930], [1.92654, -0.74645, 2.31704], [2.78385, -1.75883, 1.92712], [4.15079, -1.60828, 2.20370], [5.11173, -2.50300, 1.76657], [4.71831, -3.59183, 1.01251], [3.37815, -3.75118, 0.70588], [2.38055, -2.86190, 1.13379], [1.10407, -3.07022, 0.62976], [0.63675, -4.27560, 0.54687], [-0.01046, -4.74283, -0.54693], [0.14084, -4.05626, -1.82276], [-1.16305, -5.63166, -0.46152], [0.78655, -5.23489, 1.56368], [1.32669, -6.53658, 1.23520], [1.10309, -4.78673, 2.89743], [1.88462, 1.24827, 3.49149], [1.50068, 1.88977, 4.74083], [1.56833, 2.00905, 2.29035], [4.76291, -0.59030, 4.77177], [3.86327, -0.16079, 6.23777], [3.94710, 0.98325, 4.88136], [3.34492, -2.63537, 4.32481], [1.59113, -2.40491, 4.40221], [2.56188, -2.26067, 5.87610], [4.45424, -0.71940, 2.74507], [6.15800, -2.32899, 1.98938], [5.45150, -4.29734, 0.63937], [3.07230, -4.56833, 0.06117], [1.03264, -3.43189, -1.78831], [-0.71442, -3.43778, -2.07220], [0.24489, -4.81762, -2.60199], [-1.02651, -6.48348, -1.13591], [-2.06126, -5.08431, -0.75307], [-1.28391, -5.98438, 0.55935], [1.15010, -6.75885, 0.18604], [0.84566, -7.30689, 1.84642], [2.40961, -6.57139, 1.42318], [0.66090, -3.80411, 3.04345], [2.18268, -4.71945, 3.08323], [0.66867, -5.48272, 3.62235], [2.10599, 2.78805, 4.90054], [1.64313, 1.20412, 5.57091], [0.45135, 2.18385, 4.69738], [2.10174, 2.96337, 2.32702], [0.49832, 2.22442, 2.21721], [1.86972, 1.44508, 1.41219], [-4.23015, -2.94537, -0.72956], [-3.08217, -1.89158, -2.05079], [-3.18399, -2.74120, -3.24429], [-1.66029, -1.20169, -2.18795], [-2.73829, -2.89755, -0.70666], [-2.78627, 5.43499, 2.10396], [-3.31199, 5.37199, 3.53560], [-2.16460, 5.29309, 4.53948], [-4.24565, 4.31488, 3.82097], [-4.42494, 2.88055, 3.02547], [-5.51230, 3.10412, 1.41188], [-2.65280, 1.97948, 2.98601], [-5.43116, 2.16955, 4.07965], [-5.36523, 1.89376, 5.48457], [-5.88342, 3.10243, 6.25793], [-4.00884, 1.45791, 6.02362], [-2.27134, 6.38558, 1.94501], [-3.60863, 5.35036, 1.39547], [-2.08646, 4.62688, 1.90513], [-3.88538, 6.28720, 3.72405], [-1.69036, 4.31501, 4.45322], [-2.53022, 5.41715, 5.56149], [-1.42128, 6.06413, 4.32436], [-6.06331, 1.05900, 5.60546], [-5.21617, 3.94768, 6.09390], [-5.92833, 2.87856, 7.32655], [-6.88046, 3.37637, 5.91046], [-3.28231, 2.26033, 5.91020], [-3.64347, 0.58723, 5.48256], [-4.11723, 1.20946, 7.08327]],
  "mulliken_charge": [2.30, 0.77, -0.05, -0.17, -1.02, -1.16, 1.71, -1.31, -0.83, -0.63, 0.42, 0.24, -0.46, -0.15, 0.50, 0.40, 0.38, 0.39, 0.49, 0.14, -0.30, 0.42, 0.43, -0.18, -0.75, -0.51, -0.51, -0.36, 0.73, -0.58, -0.64, -0.41, -0.70, -0.68, -0.19, -0.91, 0.76, -0.59, -0.37, 1.29, -0.21, 0.42, -0.26, -0.83, -0.55, -0.86, -0.53, 0.09, -0.35, -0.74, -0.62, -0.78, -0.12, 0.38, 0.38, 0.38, 0.45, 0.24, 0.63, 0.44, 0.35, 0.37, 0.33, 0.44, 0.43, 0.38, 0.41, 0.61, 0.01, 0.57, 0.36, 0.39, 0.55, -1.25, 0.29, -0.63, 0.17, 0.06, 0.12, -0.27, -1.06, -1.37, -0.46, -0.35, 1.23, -0.15, 0.38, -1.02, -1.04, 0.41, -1.18, -0.62, 0.32, -0.98, -0.82, 0.38, 0.31, 0.38, 0.24, 0.00, 0.41, 0.63, 0.40, 0.38, 0.55, 0.23, 0.11, 0.39, 0.28, 0.25, 0.32, 0.41, 0.29, 0.30, -0.23, 0.34, 0.44, 0.32, 0.40, 0.12, 0.47, 0.09, 0.07, -0.72, 0.78, -0.56, -1.01, -0.28, -1.27, 0.44, -0.82, -0.25, 0.36, -0.57, -0.35, -0.45, 0.64, -1.29, -1.07, 0.54, 0.29, 0.09, 0.22, -0.13, 0.29, 0.45, 0.27, 0.14, 0.45, 0.31, 0.18, 0.07, 0.51]
}